(1)
{
  "formula": "CHN4O2S",
  "method": "wB97M-V/def2-TZVPD",
  "symbols": ["C", "N", "N", "N", "N", "O", "O", "S", "H"],
  "positions_angstrom": [[-0.570, 0.226, 0.332], [-1.302, 0.829, -0.657], [-2.314, 0.066, -0.854], [-2.217, -1.038, 0.004], [-1.234, -0.882, 0.743], [0.994, 2.231, 0.543], [3.207, -0.780, -0.607], [0.917, 0.825, 0.945], [2.519, -1.476, -0.450]],
  "forces_ev_per_angstrom": [[-0.09, 0.90, -0.22], [0.03, 0.02, -0.07], [0.50, -0.18, -0.11], [-2.26, 0.62, -0.97], [2.87, -1.09, 1.53], [0.36, -0.52, 0.11], [-1.80, -0.16, 0.83], [-0.51, -0.30, -0.84], [0.88, 0.72, -0.27]],
  "total_energy_ha": -806.28326,
  "relative_energy_ev": 4.053,
  "charge": -1
}



(2)
{
  "formula": "C15H13N3",
  "method": "wB97M-V/def2-TZVPD",
  "symbols": ["N", "N", "C", "C", "C", "C", "C", "C", "C", "C", "C", "C", "C", "C", "C", "C", "N", "C", "H", "H", "H", "H", "H", "H", "H", "H", "H", "H", "H", "H", "H"],
  "positions_angstrom": [[-0.313, -1.273, -1.935], [-2.226, -1.678, -0.913], [-0.944, -2.154, -2.640], [-2.225, -2.352, -2.053], [2.299, -2.353, 2.380], [-0.264, 4.100, -0.915], [2.690, -1.407, 1.445], [0.948, -2.594, 2.685], [0.335, 3.180, -1.708], [-0.918, 3.771, 0.275], [1.710, -0.709, 0.687], [-0.009, -1.806, 1.959], [0.254, 1.847, -1.304], [-0.934, 2.426, 0.668], [0.349, -0.820, 0.959], [-0.346, 1.414, -0.115], [-1.144, -0.949, -0.890], [-0.722, -0.060, 0.277], [-0.656, -2.375, -3.669], [-2.995, -3.122, -2.348], [3.068, -2.848, 2.813], [-0.340, 5.059, -1.268], [3.715, -1.307, 1.020], [0.680, -3.217, 3.532], [0.884, 3.403, -2.573], [-1.321, 4.488, 0.871], [2.081, -0.101, -0.107], [-1.083, -1.889, 2.311], [0.435, 0.976, -1.977], [-1.397, 2.275, 1.611], [-1.612, 0.076, 0.924]],
  "forces_ev_per_angstrom": [[0.92, 2.10, 1.74], [-1.78, 0.47, 0.36], [-1.98, 0.23, -1.11], [0.42, -1.67, 0.10], [-1.79, 1.46, -1.19], [-0.81, -0.42, 1.14], [-1.01, 0.13, -2.14], [-0.12, 2.23, -1.49], [-0.04, -2.10, 1.21], [1.95, -3.12, -1.95], [0.35, -0.49, 1.03], [-0.24, 0.14, 1.04], [-0.43, -2.56, -0.39], [0.62, 1.05, -0.40], [0.96, -2.20, 2.48], [-1.41, 0.60, -0.26], [1.19, -0.57, -1.39], [-0.18, 0.51, -1.34], [0.32, -0.33, 0.65], [0.87, 1.34, 0.63], [2.03, -1.79, 1.71], [0.11, 2.45, -0.58], [-0.66, -0.18, 1.05], [-0.19, -0.10, -0.39], [0.31, 0.49, -1.19], [-1.25, 1.92, 1.51], [-0.07, 0.59, -0.41], [1.27, 0.11, -0.79], [0.64, 1.10, 0.21], [-0.45, -0.77, 0.70], [0.45, -0.65, -0.54]],
  "total_energy_ha": -743.58233,
  "smiles": "c1ccc(C(c2ccccc2)n2nccn2)cc1",
  "relative_energy_ev": 0.000
}